w.
Entry from OMol25: a structure of composition C30H48GeN2OP2SSiV (ωB97M-V with the def2-TZVPD basis set).

Properties
- total charge = 0
- orbital gap (alpha / beta) (Ha) = 0.2614 / 0.2528
- 2S+1 = 4
- <S²> = 3.79
- E_LUMO (alpha / beta) (eV) = 0.50 / 0.35

Cartesian coordinates (Å):
V 0.18 0.30 -0.07
C 0.84 3.15 1.63
P 0.77 2.61 -0.12
C 2.26 3.44 -0.78
C -0.56 3.67 -0.80
C -1.89 3.23 -0.22
P -1.95 1.29 -0.17
C -2.59 1.16 -1.89
C -3.42 1.32 0.94
H 0.82 4.24 1.70
H 1.76 2.78 2.08
H 0.00 2.75 2.19
H 2.19 4.50 -0.54
H 2.33 3.32 -1.86
H 3.16 3.03 -0.33
H -0.54 3.55 -1.89
H -0.32 4.72 -0.60
H -2.73 3.67 -0.76
H -1.96 3.57 0.82
H -3.44 1.83 -2.03
H -2.90 0.15 -2.13
H -1.80 1.46 -2.58
H -4.03 2.18 0.69
H -3.09 1.42 1.98
H -4.02 0.42 0.86
C -2.76 -3.87 -0.61
Ge -3.27 -2.08 -0.04
C -4.69 -1.49 -1.24
C -4.06 -2.27 1.74
C -1.76 -0.87 0.06
H -3.63 -4.53 -0.55
H -1.96 -4.27 0.03
H -2.39 -3.88 -1.64
H -5.55 -2.15 -1.09
H -4.40 -1.56 -2.29
H -5.00 -0.47 -1.04
H -4.89 -2.98 1.68
H -4.43 -1.33 2.14
H -3.32 -2.67 2.44
H -1.05 -1.26 -0.68
H -1.32 -1.09 1.06
C 3.96 -2.63 -3.13
N 3.10 -3.00 -2.03
C 1.77 -2.84 -1.94
N 1.13 -2.36 -3.05
S 0.94 -3.18 -0.52
H 4.90 -2.23 -2.73
H 3.52 -1.83 -3.72
H 4.19 -3.48 -3.77
H 3.53 -3.25 -1.15
H 1.56 -2.46 -3.96
H 0.13 -2.43 -3.02
O 2.08 -0.03 0.17
Si 3.68 0.03 0.15
C 4.30 1.15 1.52
C 5.16 2.24 1.36
C 5.55 3.03 2.43
C 5.08 2.74 3.71
C 4.22 1.67 3.90
C 3.84 0.89 2.82
C 4.45 -1.66 0.46
C 5.57 -2.13 -0.23
C 6.10 -3.39 0.02
C 5.51 -4.22 0.96
C 4.39 -3.77 1.66
C 3.87 -2.51 1.41
C 4.28 0.64 -1.53
C 5.61 0.94 -1.84
C 5.97 1.40 -3.10
C 5.01 1.56 -4.08
C 3.68 1.27 -3.80
C 3.33 0.82 -2.54
H 5.52 2.50 0.37
H 6.21 3.87 2.28
H 5.38 3.35 4.55
H 3.85 1.44 4.89
H 3.16 0.06 2.98
H 6.04 -1.51 -0.98
H 6.97 -3.73 -0.53
H 5.91 -5.20 1.16
H 3.91 -4.42 2.39
H 2.98 -2.20 1.93
H 6.38 0.82 -1.08
H 7.01 1.62 -3.31
H 5.29 1.92 -5.07
H 2.92 1.40 -4.56
H 2.28 0.60 -2.32


x.
Entry from OMol25: a structure of composition C30H48GeN2OP2SSiV (ωB97M-V with the def2-TZVPD basis set).

Properties
- total charge = 0
- orbital gap (alpha / beta) (Ha) = 0.2547 / 0.2898
- 2S+1 = 4
- <S²> = 3.77
- E_LUMO (alpha / beta) (eV) = 0.43 / 0.42

Cartesian coordinates (Å):
V 0.71 -1.31 -0.03
C 1.82 0.44 3.22
P 1.44 -1.11 2.33
C 0.47 -2.00 3.59
C 3.08 -1.96 2.49
C 3.14 -3.21 1.60
P 2.64 -2.75 -0.11
C 2.59 -4.36 -0.96
C 4.20 -2.04 -0.77
H 2.42 0.23 4.11
H 0.89 0.93 3.52
H 2.36 1.13 2.57
H 0.94 -1.91 4.57
H 0.39 -3.06 3.32
H -0.54 -1.59 3.64
H 3.27 -2.20 3.54
H 3.84 -1.24 2.18
H 2.44 -3.97 1.96
H 4.14 -3.66 1.61
H 3.52 -4.92 -0.82
H 2.43 -4.20 -2.03
H 1.75 -4.95 -0.58
H 5.04 -2.74 -0.69
H 4.44 -1.12 -0.24
H 4.04 -1.79 -1.82
C -1.85 -4.04 -2.36
Ge -2.13 -3.33 -0.54
C -3.26 -1.72 -0.65
C -3.21 -4.70 0.37
C -0.52 -3.01 0.51
H -2.78 -4.52 -2.69
H -1.06 -4.79 -2.37
H -1.59 -3.26 -3.07
H -3.66 -1.57 -1.66
H -2.69 -0.83 -0.36
H -4.11 -1.81 0.03
H -4.18 -4.86 -0.11
H -3.40 -4.40 1.40
H -2.68 -5.65 0.39
H -0.05 -4.00 0.58
H -0.96 -2.85 1.51
C 0.01 1.48 -5.04
N 0.59 0.37 -4.31
C 0.04 -0.22 -3.24
N -1.12 0.24 -2.77
S 0.77 -1.60 -2.54
H 0.36 1.44 -6.07
H 0.29 2.44 -4.61
H -1.07 1.39 -5.06
H 1.47 -0.01 -4.60
H -1.42 1.18 -2.97
H -1.35 -0.07 -1.83
O -0.49 0.30 -0.08
Si -0.55 1.86 0.23
C 1.09 2.71 -0.09
C 1.23 4.10 -0.15
C 2.46 4.69 -0.38
C 3.59 3.91 -0.56
C 3.48 2.52 -0.50
C 2.24 1.94 -0.27
C -1.06 2.08 2.02
C -1.91 1.12 2.58
C -2.30 1.20 3.91
C -1.84 2.23 4.71
C -1.00 3.19 4.18
C -0.61 3.11 2.84
C -1.82 2.75 -0.85
C -3.16 2.84 -0.47
C -4.11 3.46 -1.27
C -3.73 4.03 -2.48
C -2.40 3.97 -2.88
C -1.47 3.35 -2.06
H 0.36 4.73 -0.03
H 2.54 5.77 -0.42
H 4.55 4.37 -0.74
H 4.35 1.90 -0.64
H 2.18 0.85 -0.24
H -2.25 0.29 1.97
H -2.96 0.44 4.33
H -2.14 2.29 5.75
H -0.63 4.00 4.80
H 0.07 3.86 2.45
H -3.48 2.41 0.47
H -5.14 3.51 -0.95
H -4.46 4.52 -3.11
H -2.09 4.43 -3.81
H -0.42 3.35 -2.37


The most stable arrangement is x, and the next structure is 2.611 eV less stable.


w.
Entry from OMol25: an isolated molecule of C2H3OP (ωB97M-V with the def2-TZVPD basis set).

Properties
- total charge = 0
- structure (SMILES) = O=[PH]1C=C1
- orbital gap (Ha) = 0.3977
- E_LUMO (eV) = 0.90

Cartesian coordinates (Å):
O -2.17 0.00 0.25
P -0.86 0.00 -0.39
C 0.66 0.67 0.30
C 0.66 -0.67 0.30
H -0.83 0.00 -1.77
H 1.27 1.47 0.66
H 1.27 -1.47 0.65


x.
Entry from OMol25: a cluster of 2 separate species, C2H3OP in total (ωB97M-V with the def2-TZVPD basis set).

Properties
- total charge = 0
- orbital gap (alpha / beta) (Ha) = 0.3209 / 0.3141
- E_LUMO (alpha / beta) (eV) = -1.57 / -0.72

Cartesian coordinates (Å):
C -0.75 -0.68 -0.39
C 0.49 -0.34 -0.85
O -0.43 2.08 0.44
P -0.05 0.66 0.52
H -1.57 -1.07 -0.84
H 1.06 -0.73 -1.62
H 1.25 0.07 2.73


The most stable arrangement is w, and the next structure is 3.728 eV less stable.


w.
Entry from OMol25: a cluster of 2 separate species, C4H8N2O in total (ωB97M-V with the def2-TZVPD basis set).

Properties
- total charge = 0
- structure (SMILES) = N=C=CN.CC=O
- orbital gap (Ha) = 0.3276
- E_LUMO (eV) = 0.93

Cartesian coordinates (Å):
N 0.51 1.92 0.43
C 1.11 0.84 0.40
C 1.61 -0.37 0.48
N 2.46 -0.85 1.52
H 0.96 2.64 -0.14
H 1.34 -1.07 -0.29
H 3.37 -1.13 1.15
H 2.61 -0.16 2.25
C -2.30 0.07 -0.36
C -1.58 -0.69 -1.43
O -0.47 -0.43 -1.84
H -1.65 0.83 0.10
H -2.67 -0.63 0.40
H -3.17 0.56 -0.80
H -2.14 -1.54 -1.86


x.
Entry from OMol25: an isolated molecule of C4H8N2O (ωB97M-V with the def2-TZVPD basis set).

Properties
- total charge = 0
- structure (SMILES) = CN[C@H](C#N)CO
- orbital gap (Ha) = 0.4014
- E_LUMO (eV) = 0.82

Cartesian coordinates (Å):
C -1.85 0.22 0.73
N -0.39 0.05 0.81
C 0.29 0.22 -0.47
C -0.48 -0.49 -1.52
N -1.34 -0.96 -2.13
C 1.76 -0.22 -0.35
O 2.52 0.68 0.41
H -2.29 -0.08 1.67
H -2.07 1.28 0.54
H -2.31 -0.37 -0.09
H -0.20 -0.90 1.14
H 0.28 1.28 -0.74
H 2.22 -0.26 -1.35
H 1.79 -1.24 0.07
H 2.07 0.79 1.26


The most stable arrangement is x, and the next structure is 1.116 eV less stable.


w.
Entry from OMol25: an isolated molecule of C4H8N2O (ωB97M-V with the def2-TZVPD basis set).

Properties
- total charge = 0
- structure (SMILES) = CN[C@H](C#N)CO
- orbital gap (Ha) = 0.3846
- E_LUMO (eV) = 0.78

Cartesian coordinates (Å):
C -0.74 -1.89 -0.61
N -0.87 -0.55 -0.05
C 0.17 0.37 -0.45
C 1.54 -0.13 -0.13
N 2.57 -0.54 0.20
C -0.05 1.72 0.26
O -0.17 1.54 1.66
H 0.25 -2.35 -0.43
H -1.50 -2.54 -0.17
H -0.91 -1.87 -1.69
H -0.87 -0.58 0.96
H 0.12 0.53 -1.53
H -0.98 2.15 -0.11
H 0.78 2.40 0.02
H 0.67 1.75 2.08


x.
Entry from OMol25: an isolated molecule of C4H8N2O (ωB97M-V with the def2-TZVPD basis set).

Properties
- total charge = 0
- structure (SMILES) = CNC/C=C\N=O
- orbital gap (alpha / beta) (Ha) = 0.2894 / 0.2895
- E_LUMO (alpha / beta) (eV) = -1.03 / -1.03

Cartesian coordinates (Å):
C 0.34 -2.28 0.61
N -0.35 -1.14 1.13
C -0.93 -0.17 0.23
C 0.03 1.05 0.06
C 0.49 2.09 -0.88
N 0.43 2.73 -2.12
O -0.05 2.18 -3.07
H 0.04 -2.49 -0.40
H 1.40 -2.20 0.77
H -0.08 -3.01 1.24
H 0.22 -0.50 1.77
H -1.89 0.29 0.72
H -1.19 -0.56 -0.76
H 0.57 1.12 1.07
H 1.00 2.87 -0.36


The most stable arrangement is w, and the next structure is 5.002 eV less stable.